This record from the Open Molecules 2025 dataset describes a molecular structure, C21H22F10N4O6S3Ta at a distorted geometry. The level of theory is wB97M-V/def2-TZVPD.

As for the HOMO energy: -11.46 eV. The net charge is +1.

Positions of all 67 atoms, in Å:
Ta (-0.05, 0.94, -0.35)
C (-1.94, -3.59, 1.60)
C (-1.66, -2.10, 1.40)
N (-1.81, -1.60, 0.03)
C (-3.20, -1.74, -0.50)
C (-4.32, -1.42, 0.48)
C (-0.94, -2.28, -0.91)
C (0.52, -2.18, -0.55)
N (1.07, -0.86, -0.14)
C (2.45, -0.92, 0.10)
C (3.10, 0.21, 0.57)
F (2.31, 1.29, 0.80)
C (4.45, 0.32, 0.83)
F (4.93, 1.49, 1.25)
C (5.28, -0.76, 0.65)
C (4.68, -1.92, 0.20)
F (5.43, -3.00, 0.00)
C (3.32, -2.02, -0.08)
F (2.92, -3.22, -0.52)
H (-1.87, -3.83, 2.66)
H (-1.22, -4.22, 1.08)
H (-2.94, -3.86, 1.27)
H (-0.64, -1.89, 1.72)
H (-2.32, -1.52, 2.04)
H (-3.34, -2.77, -0.85)
H (-3.28, -1.10, -1.38)
H (-4.40, -2.16, 1.27)
H (-5.26, -1.43, -0.08)
H (-4.21, -0.44, 0.93)
H (-1.15, -1.87, -1.89)
H (-1.16, -3.35, -0.97)
H (1.06, -2.55, -1.42)
H (0.72, -2.87, 0.27)
H (6.34, -0.71, 0.85)
F (0.33, -1.89, -4.44)
C (0.74, -0.64, -4.40)
F (1.02, -0.21, -5.61)
F (1.82, -0.56, -3.62)
S (-0.61, 0.39, -3.60)
O (-0.17, 0.20, -2.16)
O (-1.86, -0.22, -3.86)
N (-0.39, 1.83, -4.08)
S (-0.08, 2.97, -3.01)
O (-0.75, 2.52, -1.77)
O (-0.35, 4.27, -3.48)
C (1.80, 2.72, -2.90)
F (2.18, 2.11, -4.01)
F (2.55, 3.77, -2.76)
F (2.04, 1.83, -1.87)
S (-2.41, 1.58, 0.40)
C (-1.78, 1.12, 1.94)
C (-2.43, 1.24, 3.17)
C (-1.77, 0.80, 4.30)
C (-0.49, 0.25, 4.20)
C (0.09, 0.17, 2.95)
N (-0.54, 0.60, 1.85)
H (-3.42, 1.67, 3.21)
H (-2.25, 0.88, 5.27)
H (0.04, -0.11, 5.06)
H (1.08, -0.24, 2.81)
C (0.25, 4.88, 1.29)
C (0.58, 3.85, 0.27)
O (1.09, 4.13, -0.79)
O (0.28, 2.59, 0.60)
H (0.23, 5.86, 0.83)
H (1.02, 4.87, 2.07)
H (-0.71, 4.65, 1.76)

=====

This record from the Open Molecules 2025 dataset describes a molecular structure, C3H7O4Tl at a distorted geometry. The level of theory is wB97M-V/def2-TZVPD.

As for the HOMO energy: -18.79 eV. The net charge is +2.

Positions of all 15 atoms, in Å:
Tl (-3.12, 0.91, -1.40)
O (-1.05, 1.55, -3.18)
H (-1.02, 1.41, -4.14)
C (2.13, 1.15, -0.21)
O (1.71, -0.14, 0.24)
C (0.35, -0.46, 0.43)
O (-0.58, 0.05, -0.22)
O (0.26, -1.46, 1.39)
C (-1.03, -1.83, 1.88)
H (1.42, 1.89, 0.17)
H (2.15, 1.19, -1.30)
H (3.12, 1.47, 0.11)
H (-1.05, -2.28, 2.87)
H (-1.63, -2.46, 1.23)
H (-1.67, -0.98, 2.13)

=====

This record from the Open Molecules 2025 dataset describes C4H5NO2 in the gas phase. The level of theory is wB97M-V/def2-TZVPD.

The SMILES is O=CC(=O)N1CC1. As for the HOMO energy: -10.12 eV. The net charge is 0.

Positions of all 12 atoms, in Å:
O (0.37, 0.06, 2.87)
C (0.10, 0.93, 2.09)
C (0.03, 0.74, 0.57)
O (0.14, 1.75, -0.10)
N (-0.26, -0.56, 0.09)
C (-0.74, -0.52, -1.30)
C (0.60, -1.06, -1.02)
H (-0.10, 1.98, 2.38)
H (-0.79, 0.47, -1.75)
H (-1.56, -1.20, -1.49)
H (0.74, -2.13, -1.05)
H (1.47, -0.46, -1.28)

=====

This record from the Open Molecules 2025 dataset describes a gas-phase ion, C12H15N2O (charge +1) at a distorted geometry. The level of theory is wB97M-V/def2-TZVPD.

The SMILES is C[N@H+]1CCN2C(=O)c3ccccc3[C@@]21C. As for the HOMO energy: -13.15 eV. The net charge is +1.

Positions of all 30 atoms, in Å:
C (-2.08, 1.36, 1.06)
N (-1.40, 0.08, 0.62)
C (-2.22, -1.28, 0.79)
C (-1.57, -2.21, -0.22)
N (-0.37, -1.57, -0.62)
C (0.90, -1.87, -0.20)
O (1.24, -3.01, 0.09)
C (1.74, -0.63, -0.13)
C (3.08, -0.61, 0.16)
C (3.68, 0.69, 0.40)
C (2.96, 1.81, 0.27)
C (1.61, 1.73, -0.10)
C (1.01, 0.50, -0.23)
C (-0.49, 0.20, -0.68)
C (-1.14, 0.75, -1.89)
H (-2.46, 1.23, 2.06)
H (-1.31, 2.11, 1.02)
H (-2.91, 1.61, 0.42)
H (-0.66, -0.08, 1.40)
H (-3.27, -1.01, 0.72)
H (-2.21, -1.61, 1.80)
H (-1.12, -3.03, 0.19)
H (-2.17, -2.28, -1.16)
H (3.56, -1.49, 0.18)
H (4.73, 0.64, 0.44)
H (3.49, 2.77, 0.39)
H (1.03, 2.65, -0.23)
H (-1.52, 1.70, -1.74)
H (-1.88, 0.10, -2.29)
H (-0.26, 0.74, -2.50)

=====

This record from the Open Molecules 2025 dataset describes C2H3IS2 in the gas phase at a distorted geometry. The level of theory is wB97M-V/def2-TZVPD.

The SMILES is ICC1SS1. As for the HOMO energy: -8.62 eV. The net charge is 0.

Positions of all 8 atoms, in Å:
I (0.97, -0.02, 2.26)
C (-0.53, 0.02, 0.71)
C (0.31, 0.20, -0.58)
S (0.64, -1.17, -1.60)
S (-0.57, 0.39, -2.10)
H (-0.94, -1.02, 0.86)
H (-1.08, 0.88, 0.84)
H (1.19, 0.73, -0.38)

=====

This record from the Open Molecules 2025 dataset describes a molecular structure, C4H10N2O at a distorted geometry. The level of theory is wB97M-V/def2-TZVPD.

As for the HOMO energy (spin up / spin down): -8.05 / -8.05 eV. The net charge is 0.

Positions of all 17 atoms, in Å:
C (0.91, 1.73, 0.06)
C (1.18, -1.28, -0.67)
N (-0.05, -0.51, -0.52)
C (-0.32, 0.19, 0.51)
N (-1.51, -1.81, -0.24)
C (-1.21, 0.54, 1.42)
O (0.29, 2.48, -0.90)
H (-0.60, 2.70, -0.61)
H (-1.05, -2.68, 0.03)
H (-1.76, -1.92, -1.22)
H (1.90, 1.44, -0.27)
H (0.94, 2.15, 1.07)
H (1.03, -2.03, -1.44)
H (1.97, -0.60, -1.01)
H (1.47, -1.78, 0.26)
H (-2.09, -0.07, 1.55)
H (-1.11, 1.45, 1.98)

=====

This record from the Open Molecules 2025 dataset describes 2 unconnected molecules or ions with the total composition CH11N7 at a distorted geometry. The level of theory is wB97M-V/def2-TZVPD.

As for the HOMO energy (spin up / spin down): -16.85 / -16.84 eV. The net charge is +2.

Positions of all 19 atoms, in Å:
C (0.73, 0.15, -0.10)
N (0.62, -1.04, 1.91)
N (0.29, -0.06, 1.12)
N (0.56, 1.46, -2.00)
N (-0.60, -1.52, -0.54)
N (0.44, 1.29, -0.71)
N (-0.23, -2.57, 0.05)
N (-0.54, 2.19, 0.13)
H (1.68, -0.28, -0.46)
H (0.45, -0.98, 2.87)
H (-0.29, 1.14, -2.48)
H (0.84, 2.43, -2.21)
H (-1.59, -1.35, -0.25)
H (-0.84, -3.28, 0.69)
H (0.57, -3.16, -0.25)
H (1.30, -1.67, 1.56)
H (-1.52, 2.17, -0.28)
H (-0.51, 1.62, 0.97)
H (-0.33, 3.12, 0.24)

=====

This record from the Open Molecules 2025 dataset describes 2 unconnected molecules or ions with the total composition C2H4F2 at a distorted geometry. The level of theory is wB97M-V/def2-TZVPD.

As for the HOMO energy: -10.06 eV. The net charge is 0.

Positions of all 8 atoms, in Å:
C (-0.70, -0.25, -0.47)
C (0.58, 0.09, 0.35)
F (1.80, 0.07, -0.22)
F (0.69, -0.77, 1.39)
H (-1.10, 0.51, -1.02)
H (-0.63, -1.09, -1.23)
H (-1.42, -0.42, 0.32)
H (0.79, 1.86, 0.88)

=====

This record from the Open Molecules 2025 dataset describes 5 unconnected molecules or ions with the total composition C29H70FN5O12S at a distorted geometry. The level of theory is wB97M-V/def2-TZVPD.

The SMILES is CCC(=O)OCCNS(=O)(=O)F.COCCNCCOC.COCCNCCOC.COCCNCCOC.COCCNCCOC. As for the HOMO energy: -8.55 eV. The net charge is 0.

Positions of all 118 atoms, in Å:
C (4.97, 0.93, -0.84)
C (4.30, 2.27, -0.57)
C (3.46, 2.72, -1.73)
O (3.72, 2.39, -2.88)
O (2.42, 3.60, -1.51)
C (1.42, 3.17, -0.59)
C (0.45, 2.18, -1.22)
N (0.09, 1.11, -0.23)
S (0.72, -0.36, -0.58)
O (-0.33, -1.24, -0.95)
O (1.87, -0.27, -1.39)
F (1.22, -0.81, 0.80)
H (4.40, 0.35, -1.55)
H (5.94, 1.09, -1.30)
H (5.06, 0.33, 0.05)
H (3.74, 2.23, 0.36)
H (5.07, 3.02, -0.45)
H (0.88, 4.05, -0.31)
H (1.85, 2.78, 0.32)
H (-0.47, 2.71, -1.40)
H (0.78, 1.80, -2.17)
H (-0.90, 0.97, -0.28)
C (-3.56, 9.07, 0.95)
O (-4.21, 8.59, -0.21)
C (-3.80, 9.24, -1.41)
C (-3.09, 8.27, -2.32)
N (-1.79, 7.89, -1.77)
C (-1.14, 6.80, -2.48)
C (-1.80, 5.43, -2.44)
O (-1.81, 4.83, -1.15)
C (-2.92, 5.17, -0.34)
H (-4.02, 8.58, 1.81)
H (-2.49, 8.83, 0.94)
H (-3.69, 10.15, 1.06)
H (-3.17, 10.11, -1.20)
H (-4.71, 9.60, -1.91)
H (-2.94, 8.73, -3.30)
H (-3.75, 7.40, -2.46)
H (-1.92, 7.62, -0.81)
H (-0.13, 6.70, -2.06)
H (-1.01, 7.09, -3.53)
H (-1.20, 4.76, -3.07)
H (-2.80, 5.43, -2.87)
H (-3.81, 5.36, -0.93)
H (-2.70, 6.04, 0.29)
H (-3.11, 4.33, 0.33)
C (-6.52, -5.66, -2.01)
O (-5.20, -5.45, -2.47)
C (-4.94, -4.11, -2.89)
C (-3.92, -3.46, -1.98)
N (-4.49, -3.21, -0.66)
C (-3.52, -2.78, 0.34)
C (-2.44, -3.78, 0.75)
O (-2.94, -4.90, 1.46)
C (-3.36, -5.99, 0.65)
H (-6.62, -6.73, -1.81)
H (-6.71, -5.12, -1.08)
H (-7.25, -5.37, -2.76)
H (-5.86, -3.53, -2.93)
H (-4.53, -4.16, -3.90)
H (-3.62, -2.50, -2.41)
H (-3.05, -4.11, -1.94)
H (-4.93, -4.07, -0.33)
H (-4.08, -2.51, 1.24)
H (-3.04, -1.86, -0.02)
H (-1.77, -3.26, 1.45)
H (-1.82, -4.09, -0.10)
H (-2.79, -6.06, -0.28)
H (-4.43, -5.92, 0.41)
H (-3.21, -6.90, 1.23)
C (12.79, 0.62, -3.08)
O (12.38, 1.97, -2.97)
C (12.07, 2.59, -4.22)
C (10.60, 2.93, -4.30)
N (9.79, 1.72, -4.40)
C (8.35, 1.95, -4.27)
C (7.83, 2.45, -2.93)
O (7.96, 1.51, -1.87)
C (9.19, 1.54, -1.17)
H (13.08, 0.29, -2.08)
H (11.97, -0.02, -3.43)
H (13.64, 0.52, -3.75)
H (12.37, 1.95, -5.05)
H (12.65, 3.51, -4.28)
H (10.42, 3.55, -5.18)
H (10.35, 3.52, -3.41)
H (10.07, 1.08, -3.67)
H (7.85, 1.00, -4.48)
H (8.04, 2.66, -5.05)
H (6.75, 2.62, -3.04)
H (8.27, 3.42, -2.64)
H (9.63, 2.55, -1.15)
H (9.92, 0.84, -1.61)
H (9.00, 1.22, -0.15)
C (-4.40, -4.28, 4.26)
O (-5.71, -4.64, 4.69)
C (-6.20, -5.83, 4.08)
C (-6.36, -6.93, 5.11)
N (-5.06, -7.40, 5.58)
C (-5.13, -8.31, 6.72)
C (-5.65, -7.75, 8.04)
O (-4.80, -6.78, 8.62)
C (-5.02, -5.44, 8.21)
H (-4.17, -3.31, 4.71)
H (-3.66, -5.01, 4.59)
H (-4.36, -4.19, 3.18)
H (-5.55, -6.15, 3.27)
H (-7.18, -5.59, 3.66)
H (-6.90, -7.76, 4.66)
H (-6.98, -6.53, 5.93)
H (-4.50, -6.60, 5.84)
H (-4.12, -8.68, 6.89)
H (-5.74, -9.17, 6.44)
H (-5.68, -8.58, 8.75)
H (-6.67, -7.37, 7.96)
H (-6.07, -5.26, 7.96)
H (-4.40, -5.18, 7.35)
H (-4.75, -4.79, 9.04)

=====

This record from the Open Molecules 2025 dataset describes a molecular structure, C22H19CdN7O3S at a distorted geometry. The level of theory is wB97M-V/def2-TZVPD.

As for the HOMO energy: -8.23 eV. The net charge is 0.

Positions of all 53 atoms, in Å:
Cd (-0.33, 1.29, 1.21)
O (-3.47, 3.28, -0.18)
C (-2.76, 2.49, 0.43)
N (-1.75, 2.76, 1.25)
C (-1.24, 4.12, 1.26)
C (0.10, 4.15, 0.57)
C (0.40, 5.07, -0.42)
C (1.64, 5.03, -1.03)
C (2.56, 4.07, -0.61)
C (2.17, 3.18, 0.37)
N (0.98, 3.21, 0.95)
C (-3.08, 1.00, 0.36)
C (-4.16, 0.61, -0.44)
C (-4.53, -0.72, -0.46)
C (-3.83, -1.61, 0.34)
C (-2.74, -1.15, 1.06)
N (-2.37, 0.13, 1.06)
H (-1.11, 4.43, 2.31)
H (-1.94, 4.80, 0.76)
H (-0.33, 5.81, -0.70)
H (1.89, 5.72, -1.82)
H (3.54, 4.01, -1.06)
H (2.85, 2.41, 0.72)
H (-4.66, 1.38, -1.01)
H (-5.36, -1.05, -1.08)
H (-4.11, -2.65, 0.39)
H (-2.15, -1.82, 1.67)
N (-0.01, -5.54, -2.26)
C (0.21, -4.21, -2.02)
C (-0.85, -3.35, -1.72)
C (-0.63, -2.00, -1.54)
C (0.66, -1.50, -1.65)
C (1.72, -2.33, -1.94)
C (1.50, -3.68, -2.13)
S (0.97, 0.14, -1.06)
O (-0.22, 0.96, -1.22)
O (2.19, 0.69, -1.60)
N (1.03, -0.04, 0.54)
C (1.84, -0.76, 1.30)
N (2.70, -1.65, 0.78)
C (3.41, -2.36, 1.64)
C (3.30, -2.22, 3.01)
C (2.40, -1.25, 3.45)
N (1.67, -0.53, 2.63)
H (-0.89, -5.94, -1.95)
H (0.78, -6.16, -2.27)
H (-1.85, -3.76, -1.63)
H (-1.44, -1.31, -1.33)
H (2.71, -1.90, -2.00)
H (2.33, -4.34, -2.35)
H (4.10, -3.06, 1.19)
H (3.89, -2.80, 3.70)
H (2.26, -1.04, 4.51)

=====

This record from the Open Molecules 2025 dataset describes 2 unconnected molecules or ions with the total composition C5H10FN at a distorted geometry. The level of theory is wB97M-V/def2-TZVPD.

As for the HOMO energy: -9.36 eV. The net charge is 0.

Positions of all 17 atoms, in Å:
C (-3.36, -0.11, 0.56)
C (-2.78, 1.09, 0.42)
C (2.25, -0.90, -0.50)
C (1.49, 0.19, 0.29)
C (-0.03, 0.27, -0.02)
N (-0.64, 1.49, 0.40)
F (-0.66, 2.63, -0.60)
H (-4.49, -0.19, 0.81)
H (-2.87, -1.00, 0.33)
H (-3.35, 2.01, 0.60)
H (2.28, -1.92, -0.03)
H (1.79, -0.95, -1.47)
H (3.32, -0.68, -0.60)
H (2.03, 1.12, 0.01)
H (1.72, 0.13, 1.30)
H (-0.06, 0.17, -1.09)
H (-0.55, -0.48, 0.48)

=====

This record from the Open Molecules 2025 dataset describes 2 unconnected molecules or ions with the total composition C51H61N3O6 at a distorted geometry. The level of theory is wB97M-V/def2-TZVPD.

As for the HOMO energy: -6.52 eV. The net charge is 0.

Positions of all 121 atoms, in Å:
C (1.50, -1.42, -4.30)
C (2.47, -1.68, -3.16)
C (2.24, -3.10, -2.61)
C (3.88, -1.62, -3.75)
C (2.37, -0.67, -1.99)
C (3.17, -0.95, -0.87)
C (3.00, -0.26, 0.33)
C (2.24, 0.91, 0.33)
C (1.76, 1.46, -0.86)
C (1.61, 3.01, -0.97)
C (0.15, 3.45, -0.94)
C (2.36, 3.44, -2.24)
C (2.26, 3.74, 0.22)
C (1.55, 0.50, -1.92)
N (0.28, 0.49, -2.58)
C (-0.71, -0.44, -2.24)
C (-0.45, -1.54, -1.45)
C (-1.34, -2.66, -1.25)
C (-1.98, -3.28, -2.36)
C (-3.07, -4.10, -2.15)
C (-3.47, -4.32, -0.81)
N (-4.88, -4.41, -0.62)
O (-5.36, -4.42, 0.54)
O (-5.58, -4.38, -1.66)
C (-2.65, -3.99, 0.30)
C (-1.59, -3.14, 0.06)
N (-1.92, 0.14, -2.54)
C (-3.23, -0.31, -2.13)
C (-3.58, -0.36, -0.74)
C (-2.99, 0.54, 0.42)
C (-3.38, -0.01, 1.80)
C (-3.51, 1.97, 0.24)
C (-1.48, 0.61, 0.44)
C (-4.71, -1.12, -0.42)
C (-5.74, -1.29, -1.35)
C (-5.51, -0.89, -2.66)
C (-4.20, -0.66, -3.10)
C (-4.04, -0.88, -4.64)
C (-4.76, -2.21, -4.99)
C (-2.62, -1.04, -5.14)
C (-4.73, 0.26, -5.38)
C (-1.67, 1.31, -3.25)
C (-0.34, 1.50, -3.30)
H (1.67, -0.45, -4.76)
H (1.65, -2.20, -5.06)
H (0.46, -1.50, -3.96)
H (3.05, -3.41, -1.94)
H (1.30, -3.15, -2.06)
H (2.19, -3.81, -3.44)
H (4.65, -1.85, -3.00)
H (3.97, -2.36, -4.56)
H (4.08, -0.63, -4.17)
H (3.91, -1.76, -0.91)
H (3.50, -0.59, 1.24)
H (2.11, 1.45, 1.28)
H (-0.33, 3.06, -0.04)
H (0.10, 4.55, -0.90)
H (-0.42, 3.14, -1.82)
H (3.44, 3.32, -2.07)
H (2.10, 2.84, -3.12)
H (2.16, 4.50, -2.46)
H (3.29, 3.40, 0.41)
H (2.30, 4.82, 0.01)
H (1.68, 3.61, 1.14)
H (0.49, -1.50, -0.90)
H (-1.59, -3.13, -3.36)
H (-3.65, -4.55, -2.96)
H (-2.91, -4.36, 1.29)
H (-0.94, -2.80, 0.88)
H (-3.10, -1.07, 1.89)
H (-2.84, 0.53, 2.58)
H (-4.45, 0.10, 2.01)
H (-3.19, 2.39, -0.72)
H (-4.61, 2.01, 0.28)
H (-3.12, 2.62, 1.03)
H (-1.07, 1.11, -0.44)
H (-1.14, 1.19, 1.32)
H (-1.03, -0.39, 0.53)
H (-4.86, -1.52, 0.59)
H (-6.71, -1.70, -1.05)
H (-6.34, -0.86, -3.37)
H (-5.85, -2.12, -4.92)
H (-4.52, -2.52, -6.01)
H (-4.44, -3.01, -4.32)
H (-2.05, -0.11, -5.11)
H (-2.09, -1.81, -4.56)
H (-2.64, -1.38, -6.18)
H (-4.27, 1.23, -5.13)
H (-4.64, 0.12, -6.47)
H (-5.80, 0.32, -5.14)
H (-2.48, 1.91, -3.64)
H (0.23, 2.28, -3.78)
C (4.98, 3.88, 5.81)
C (3.49, 4.11, 5.98)
C (3.18, 5.52, 6.47)
O (2.79, 3.98, 4.71)
C (2.65, 2.73, 4.20)
O (2.21, 2.59, 3.08)
C (2.98, 1.60, 5.08)
C (2.96, 0.33, 4.55)
C (3.32, -0.85, 5.31)
C (4.25, -0.84, 6.39)
C (4.50, -1.98, 7.15)
C (3.84, -3.18, 6.86)
C (2.96, -3.23, 5.77)
C (2.71, -2.09, 5.00)
C (2.79, 1.88, 6.53)
O (2.45, 1.05, 7.35)
O (2.92, 3.19, 6.93)
H (5.20, 2.88, 5.42)
H (5.38, 4.63, 5.13)
H (5.46, 3.99, 6.79)
H (2.10, 5.65, 6.52)
H (3.62, 5.69, 7.46)
H (3.59, 6.25, 5.76)
H (2.66, 0.24, 3.51)
H (4.77, 0.09, 6.62)
H (5.20, -1.93, 7.99)
H (4.00, -4.06, 7.48)
H (2.44, -4.16, 5.53)
H (2.01, -2.12, 4.16)

=====

Number 8 is which compound? C2H4F2